Record 1
ORCA calculation (wB97M-V/def2-TZVPD) on a 2-piece molecular cluster, CH7N3 overall.

The total charge is 0. For the HOMO energy, the calculation gives -9.4 eV.

Last column: natural (NBO) charge in e.
Atoms and positions in Å:
H  2.75722  1.22778  -1.37525  0.3493
C  -1.78734  0.12930  1.12224  0.2558
H  3.37714  -0.18277  -0.97511  0.3525
H  -0.42354  -0.28325  -0.44726  0.4023
N  -1.99136  -0.59124  2.15846  -0.6323
H  -2.27718  1.09466  1.03192  0.1448
H  -2.50399  0.03234  2.78174  0.3234
H  -1.71378  -1.40080  -0.17038  0.3910
N  2.68438  0.23077  -1.59661  -1.0513
H  3.19121  0.23505  -2.48121  0.3504
N  -1.31275  -0.49186  -0.04854  -0.8859

Record 2
ORCA calculation (wB97M-V/def2-TZVPD) on an isolated ion of composition C5H7N2O and charge +1.

The total charge is +1. For the HOMO energy, the calculation gives -15.6 eV.

Last column: natural (NBO) charge in e.
Atoms and positions in Å:
N  0.57948  1.29979  0.71114  -0.1091
C  -0.85295  -0.43542  0.12050  -0.3814
O  2.57401  2.04760  0.55862  -0.1462
N  1.53730  2.21465  1.32925  0.2091
H  1.05261  -1.39874  -0.28841  0.2548
H  3.34780  1.21451  -1.09967  0.2737
H  -1.26205  -1.31615  0.52800  0.2582
C  0.44466  -0.60658  -0.62671  -0.4500
H  0.15372  -0.85130  -1.66234  0.2753
H  -0.44145  0.56614  2.23761  0.2550
C  -0.58551  0.70908  1.17855  -0.2487
C  1.20450  0.66591  -0.31920  0.1849
H  -1.37246  1.45536  1.11316  0.2473
C  2.54625  1.14494  -0.39813  0.1479
H  -1.56512  0.07645  -0.47053  0.2293

Record 3
ORCA calculation (wB97M-V/def2-TZVPD) on C8H20N2P as an isolated structure.

The total charge is +1. For the HOMO energy, the calculation gives -13.2 eV.

Last column: natural (NBO) charge in e.
Atoms and positions in Å:
H  -2.32849  -0.55511  -1.03614  0.1978
H  3.55945  1.64521  -0.79078  0.3816
C  0.49294  -1.37274  0.07462  -0.3959
N  3.33414  -1.40689  -0.49479  -0.6950
H  -1.43071  -2.17929  0.65392  0.2306
H  -3.28204  2.03535  0.43558  0.2034
H  -4.67177  -0.23957  -0.96419  0.2022
C  2.73077  -0.40047  -0.06188  0.6891
H  -1.39861  1.01420  -1.00165  0.1879
H  1.01617  -2.33921  0.27709  0.2201
H  -1.14649  0.83632  1.21030  0.1914
H  -4.91307  -0.02579  0.66371  0.2157
C  -1.66537  -0.05732  0.79911  -0.4173
H  5.69285  1.04663  1.04652  0.0116
H  1.40520  -0.28702  1.56637  0.3024
H  -2.49215  -0.04437  1.50436  0.2308
H  0.18816  -1.09346  -0.94580  0.2255
C  1.38916  -0.10472  0.46948  -0.5452
C  -2.20783  0.39155  -0.58704  -0.4009
H  -3.57783  1.99401  -1.39142  0.2185
H  -0.44001  -1.62234  1.89930  0.2051
H  3.08057  -2.28180  -0.81499  0.4446
H  1.23287  0.88838  0.04828  0.2805
P  5.55564  0.62587  -0.27503  0.4706
C  -3.48083  1.37208  -0.47226  -0.3912
C  -0.80045  -1.32673  0.86838  -0.4102
H  -5.58306  1.24437  -0.70966  0.2252
C  -4.71145  0.57114  -0.30995  -0.6257
H  4.35169  -1.20764  -0.72293  0.4223
N  3.93491  1.09234  -0.07043  -0.9143
H  6.16566  1.78702  -0.86806  0.0388

Record 4
ORCA calculation (wB97M-V/def2-TZVPD) on a 2-piece molecular cluster, C2H4N2 overall.

The total charge is 0. For the HOMO energy, the calculation gives -10.2 eV.

Last column: natural (NBO) charge in e.
Atoms and positions in Å:
N  -0.31360  -1.59809  -1.28966  0.0030
H  -0.78335  1.80774  -0.22347  0.1928
H  -0.56169  2.73037  1.39712  0.1957
C  0.05613  0.74052  1.41165  -0.3882
C  -0.45294  1.82496  0.82653  -0.3888
N  0.76606  -1.33839  -1.27987  0.0023
H  0.20575  -0.23249  0.92598  0.1914
H  0.35293  0.85691  2.45796  0.1918

Record 5
ORCA calculation (wB97M-V/def2-TZVPD) on an isolated ion of composition C5H10IN2 and charge +1.

The total charge is +1. For the HOMO energy, the calculation gives -13.5 eV.

Last column: natural (NBO) charge in e.
Atoms and positions in Å:
C  0.47929  0.75637  1.39637  -0.6634
H  -0.00403  -1.31753  -1.14536  0.4366
H  1.42178  0.35454  1.69464  0.2446
H  0.73932  2.37265  -0.75158  0.2655
H  -0.16632  0.26970  2.06642  0.2217
I  -4.47855  0.11451  -0.11209  0.3598
H  -2.01089  -2.05461  -0.94060  0.2631
C  0.48895  1.33379  -1.18090  -0.6619
C  -2.43798  -0.19036  0.01530  0.0939
N  -0.23978  -1.05448  -0.17767  -0.5855
H  -1.87958  -1.94252  0.89430  0.2638
H  0.54485  1.82840  1.56306  0.2616
N  -1.57989  0.84081  -0.00677  -0.4475
C  -1.65289  -1.46219  -0.10118  -0.3325
H  1.55278  1.00509  -1.33460  0.2439
H  0.63866  -1.35518  0.30850  0.4672
H  -0.23970  1.41864  -2.01233  0.2547
C  -0.19486  0.56184  0.00356  0.3144

Record 6
ORCA calculation (wB97M-V/def2-TZVPD) on a 2-piece molecular cluster, C3H9O2S overall.

The total charge is +1. For the HOMO energy, the calculation gives -14.4 eV.

Last column: natural (NBO) charge in e.
Atoms and positions in Å:
O  0.17469  -1.02798  -0.62499  -0.8563
O  -1.37759  -0.22890  -2.69954  -0.5838
C  1.27030  -1.31164  1.60602  -0.7780
H  -0.33207  1.75894  0.28695  0.2666
H  -3.15384  -0.74837  -3.50679  0.1382
C  -2.48701  0.01944  -3.09164  0.3466
H  1.36025  1.22902  0.40369  0.2644
H  1.10397  -2.37886  1.72384  0.2739
H  2.11282  -1.15299  0.93692  0.2708
C  0.37382  1.15482  0.85156  -0.7930
H  1.46509  -0.86667  2.57704  0.2659
S  -0.18877  -0.56896  0.85364  1.2307
H  -0.43249  -0.81761  -1.37013  0.5583
H  -2.90675  1.03558  -3.05590  0.1313
H  0.39871  1.51246  1.87683  0.2644

Record 7
ORCA calculation (wB97M-V/def2-TZVPD) on a 2-piece molecular cluster, C2H4N4 overall.

The total charge is 0. For the HOMO energy, the calculation gives -9.0 eV.

Last column: natural (NBO) charge in e.
Atoms and positions in Å:
H  0.56603  1.98047  0.32608  0.2353
N  0.48610  -1.63472  -0.10501  -0.6207
H  1.40948  -1.58948  0.32234  0.3796
C  1.41126  1.33775  0.18402  0.1013
N  2.39941  0.78072  0.01795  -0.3684
N  -2.22636  0.66919  -0.21590  -0.7378
N  -0.19270  -0.51394  0.30880  -0.3626
H  -3.15592  0.66665  0.16635  0.4007
H  0.59709  -1.66074  -1.11738  0.3590
C  -1.29439  -0.03590  0.11275  0.6136

Record 8
ORCA calculation (wB97M-V/def2-TZVPD) on one molecule with the formula C28H39N3O2.

The total charge is 0. For the HOMO energy, the calculation gives -8.4 eV.

Last column: natural (NBO) charge in e.
Atoms and positions in Å:
H  -1.68215  4.70340  -7.04066  0.1989
H  -1.86496  -3.32839  4.70170  0.2038
H  2.70925  -2.99230  1.83293  0.2174
H  -0.69886  -5.50522  4.86175  0.1877
H  2.30219  0.77597  -0.87474  0.1827
C  0.23632  -3.18319  4.19293  -0.2122
H  0.61026  -3.43385  5.18904  0.1978
O  -1.68490  2.99412  2.57559  -0.4933
H  -1.70566  4.93337  3.31674  0.1757
H  3.11482  2.31862  0.64171  0.2104
H  0.90570  -2.43998  3.75442  0.2185
H  -1.06238  1.41538  0.72488  0.2238
O  0.34881  -5.41457  1.38360  -0.6217
C  -0.23992  -1.20274  0.13157  -0.2405
H  1.77326  -5.51818  5.37866  0.1975
H  1.79733  2.43285  -3.64054  0.2182
H  -1.05756  -0.70583  -0.36439  0.2288
H  -1.83871  2.11603  -2.74779  0.1716
H  0.70984  -1.00167  -2.34808  0.2149
C  -0.44197  -2.41362  0.76637  -0.1854
N  0.33912  0.92449  -1.67070  -0.4637
C  -0.20884  1.95791  1.09569  -0.2174
H  -2.08142  -0.06915  -2.43897  0.2108
H  1.36324  3.96955  -2.89540  0.2149
C  1.87835  -2.48570  1.36243  -0.2005
H  -1.52061  -2.27710  3.32431  0.2138
H  -1.21891  0.79657  -6.14136  0.2089
H  -1.42166  -2.86972  0.76693  0.2188
H  1.62997  0.24226  -3.21140  0.1771
H  3.06661  -0.84397  0.69156  0.2111
C  1.93964  3.37605  2.07700  -0.1821
C  -1.96728  3.79543  -6.53694  -0.3960
H  0.56796  4.30579  3.41725  0.2176
C  0.04474  -5.65108  4.07365  -0.2192
H  1.14457  -7.15388  5.15682  0.2121
C  1.04628  1.75395  0.54929  -0.0026
C  1.33976  -6.20861  4.65775  -0.6126
C  -1.07829  2.90985  -6.12954  -0.1731
C  -0.86480  2.34223  -3.21291  -0.2178
H  -0.92122  3.35073  -3.63006  0.2124
C  0.39654  -4.39322  2.04505  0.6725
C  -1.41252  1.61989  -5.44421  -0.2548
C  0.68381  3.58924  2.61958  -0.3057
C  0.65376  0.01070  -2.75442  -0.2290
H  -3.02207  3.83587  3.79876  0.2006
N  -0.54955  1.43032  -4.29339  -0.4603
C  1.24621  0.72913  -0.54554  -0.1035
H  -3.02507  3.64410  -6.39211  0.1887
C  0.61233  -3.05649  1.40170  -0.1242
C  -1.72819  -0.58413  -3.32715  -0.6455
H  -1.40700  3.65144  4.52530  0.1749
N  0.26226  -4.38846  3.39255  -0.4400
H  -1.54489  -1.62489  -3.07368  0.2166
C  0.23176  2.29863  -2.14595  -0.0502
C  -0.40269  2.87558  2.12579  0.2951
H  2.78169  3.93166  2.46317  0.2133
C  1.02130  -0.62300  0.09907  0.0901
C  -1.16954  -2.59352  4.30288  -0.6163
H  -0.02000  3.07625  -6.27631  0.2025
H  -1.15846  -1.73037  4.96306  0.2119
C  -0.42892  0.05606  -3.83654  -0.0260
C  -1.95189  3.90769  3.61062  -0.2512
H  2.05892  -6.37702  3.86047  0.2169
H  2.33947  2.81473  -1.99300  0.2049
H  -0.09608  2.90651  -1.29522  0.2144
H  -2.48486  1.60457  -5.18449  0.1699
H  -0.35020  -6.35148  3.33397  0.2379
H  -2.50132  -0.54594  -4.09120  0.2082
C  2.07762  -1.27947  0.71647  -0.2255
C  1.52387  2.91163  -2.70494  -0.6438
C  2.12687  2.46916  1.05191  -0.2468
H  -0.07109  -0.53097  -4.69333  0.1975

Short version: relative energy (zero: lowest compared OMol25 entry of this formula, charge and spin) = 17.8, 70.8, 68.3, 1.7, 37.7, 2.2, 68.2, 14.1 kcal per mole, in the order given.
Short version: frontier orbital gap = 0.381, 0.370, 0.335, 0.430, 0.368, 0.396, 0.360, 0.332 Eh, in the order given.
Short version: energy = -5620.1350, -10315.5602, -20878.4525, -5118.8880, -16419.6794, -18178.9553, -8096.3563, -38234.0071 eV, in the order given.